Density functional theory data (wB97M-V/def2-TZVPD) for C7H8N4 in the gas phase at a distorted geometry.

Last columns: bonded neighbours and bond lengths (Å).
Atoms and positions in Å:
1 C 1.704 -0.488 -0.036  C3 1.411, C5 1.372, H12 1.072
2 C 1.011 1.754 -0.116  C4 1.382, C5 1.448, H13 1.092
3 C 3.022 0.005 -0.134  C1 1.411, N8 1.300, H14 1.062
4 C 2.354 2.079 -0.100  C2 1.382, N8 1.361, H15 1.061
5 C 0.625 0.360 -0.063  C1 1.372, C2 1.448, C6 1.402
6 C -0.705 -0.080 -0.002  C5 1.402, C7 1.456, N10 1.479
7 C -1.126 -1.472 -0.073  C6 1.456, H16 1.163, H17 1.233, H18 1.162
8 N 3.424 1.241 -0.180  C3 1.300, C4 1.361
9 N -3.943 1.584 0.268  N11 1.196, H19 1.056
10 N -1.747 0.946 0.220  C6 1.479, N11 1.191
11 N -2.872 1.186 -0.087  N9 1.196, N10 1.191
12 H 1.546 -1.541 -0.162  C1 1.072
13 H 0.221 2.483 0.078  C2 1.092
14 H 3.822 -0.678 -0.279  C3 1.062
15 H 2.629 3.071 0.156  C4 1.061
16 H -0.195 -2.157 -0.209  C7 1.163
17 H -1.799 -1.761 -1.064  C7 1.233
18 H -1.781 -1.765 0.841  C7 1.162
19 H -4.469 2.044 -0.523  N9 1.056

Its energy above the lowest of the compared OMol25 structures with the same formula, charge and spin is 509.08 kJ/mol. Its calculated total energy is -490.37931 Eh. Its SMILES is [H]/N=N/N=C(\C)c1ccncc1.